No. 1
A structure of composition C42H48BBiBr3F4N9O3. Source: OMol25; level of theory: the ωB97M-V functional and the def2-TZVPD basis.

Last column: Mulliken charge in e.
CARTESIAN COORDINATES (ANGSTROEM)
Bi: 0.0071 0.0894 0.5401  2.0250
O: -1.2844 4.5024 4.1137  -0.7054
C: -0.0094 4.1428 4.4309  0.5280
C: 0.6286 4.8398 5.4488  -0.7277
C: 1.9272 4.5118 5.8009  -0.3529
C: 2.5953 3.4848 5.1479  -0.8894
C: 1.9569 2.7982 4.1263  -0.4642
C: 0.6599 3.1200 3.7513  0.0560
C: -0.0117 2.4181 2.5881  0.2526
O: 0.7922 1.4414 2.0373  -0.4994
N: -1.3016 1.8896 3.0741  -0.3629
N: -1.9202 1.1430 2.0643  -0.2691
C: -2.9940 0.5468 2.3863  -0.8433
C: -3.7124 -0.3579 1.5003  0.7438
Br: -3.0917 -0.4756 -0.2752  0.1215
C: -4.7229 -1.0902 1.9755  -0.9164
C: -5.5090 -2.1148 1.2703  0.3114
C: -5.7285 -3.3373 1.9049  -0.3491
C: -6.4334 -4.3452 1.2681  -0.7095
C: -6.9510 -4.1324 -0.0022  -0.4274
C: -6.7649 -2.9079 -0.6279  -0.7205
C: -6.0468 -1.9030 0.0016  -0.2144
H: -1.7015 3.7499 3.6591  0.4306
H: 0.0875 5.6293 5.9533  0.4400
H: 2.4173 5.0593 6.5960  0.3656
H: 3.6073 3.2250 5.4286  0.4247
H: 2.4573 2.0039 3.5885  0.2553
H: -0.2902 3.1793 1.8443  0.0355
H: -1.1255 1.2939 3.8819  0.2959
H: -3.4082 0.6611 3.3899  0.4094
H: -4.9526 -0.9531 3.0292  0.4417
H: -5.3312 -3.5002 2.9000  0.4110
H: -6.5832 -5.2947 1.7652  0.4004
H: -7.5071 -4.9165 -0.4993  0.4033
H: -7.1788 -2.7309 -1.6119  0.4143
H: -5.9112 -0.9501 -0.4909  0.5900
C: 3.6465 0.4257 0.7314  -1.2719
C: 3.2058 -0.8051 1.4491  0.8083
C: 4.1732 -1.6521 2.0403  -1.0997
C: 3.7936 -2.7642 2.7234  -1.2630
C: 2.4191 -3.0448 2.8953  1.1685
C: 1.8992 -4.1277 3.6458  -0.0373
Br: 3.0687 -5.3809 4.4509  -0.2323
C: 0.5545 -4.2786 3.8092  -0.4504
C: -0.3333 -3.3519 3.2395  0.5044
Br: -2.1886 -3.5737 3.5048  -0.1489
C: 0.1020 -2.2792 2.4893  -0.3929
O: -0.7132 -1.3978 1.9682  0.0821
C: 1.5124 -2.1516 2.2971  -0.5007
N: 1.9233 -1.0901 1.5408  0.7219
H: 4.5866 0.7836 1.1502  0.7519
H: 2.9000 1.2147 0.8201  -0.1218
H: 3.8162 0.2048 -0.3223  0.0663
H: 5.2180 -1.3966 1.9305  0.5727
H: 4.5295 -3.4224 3.1644  0.3937
H: 0.1603 -5.1034 4.3856  0.4481
C: 0.4036 -1.5187 -4.3366  -0.3882
N: 0.1060 -2.6289 -3.4585  0.6767
C: -0.0605 -3.9187 -4.0915  -1.3226
C: -0.0435 -2.4465 -2.1175  -0.6365
N: 0.6464 -1.5673 -1.4314  0.9870
C: 1.9030 -1.1561 -1.9433  0.0650
C: 2.9112 -2.1042 -2.1115  -0.6777
C: 4.1753 -1.7534 -2.5567  -1.2665
C: 4.4517 -0.4199 -2.8244  -0.6911
C: 3.4677 0.5377 -2.6432  -0.4180
C: 2.1793 0.2008 -2.2121  -0.0560
N: 1.1917 1.1525 -1.9143  0.7552
C: 1.0823 2.2670 -2.5936  -0.5167
N: 0.3893 3.3081 -2.0607  0.2598
C: -0.4111 4.1885 -2.9033  -1.2847
C: 0.0288 3.2848 -0.6659  -1.4569
N: 1.6335 2.5335 -3.8279  0.6753
C: 2.2719 3.8065 -4.0909  -1.4365
C: 1.6703 1.5831 -4.9182  -0.7048
N: -0.9683 -3.2503 -1.5239  0.4205
C: -0.8603 -3.6569 -0.1417  -0.7983
C: -2.2488 -3.5175 -2.1588  -1.1733
H: 1.4458 -1.5295 -4.6726  0.4176
H: 0.1822 -0.5942 -3.8163  -0.7233
H: -0.2567 -1.5674 -5.2058  0.5174
H: 0.7931 -4.1032 -4.7490  0.3993
H: -0.9719 -3.9655 -4.6957  0.3661
H: -0.0946 -4.7050 -3.3413  0.3634
H: 2.6803 -3.1384 -1.8807  0.5784
H: 4.9375 -2.5113 -2.6831  0.4165
H: 5.4383 -0.1201 -3.1546  0.3845
H: 3.6997 1.5813 -2.8133  0.3896
H: -0.4482 3.7967 -3.9155  0.3875
H: -0.0110 5.2060 -2.9107  0.2775
H: -1.4324 4.1995 -2.5257  0.4876
H: 0.8824 2.9670 -0.0672  0.4966
H: -0.8387 2.6341 -0.4883  0.4647
H: -0.2496 4.2941 -0.3606  0.5325
H: 2.2921 4.4125 -3.1891  0.3929
H: 1.7567 4.3663 -4.8776  0.3935
H: 3.3048 3.6404 -4.4164  0.4051
H: 0.8133 0.9245 -4.8589  0.1117
H: 2.5956 0.9992 -4.9496  0.1869
H: 1.5854 2.1435 -5.8514  0.4402
H: 0.1593 -3.4967 0.2022  0.1370
H: -1.0927 -4.7229 -0.0615  0.4009
H: -1.5502 -3.1061 0.5013  0.0241
H: -2.3463 -4.5675 -2.4515  0.3017
H: -2.3728 -2.8761 -3.0274  0.3038
H: -3.0490 -3.2814 -1.4535  0.4142
F: -1.2471 1.2735 -4.2144  -0.3640
B: -2.2681 0.9243 -3.3070  0.1079
F: -3.5080 0.9375 -3.9244  -0.3404
F: -2.2355 1.8197 -2.2181  -0.4098
F: -2.0004 -0.3895 -2.8054  -0.1767

The largest force on an atom comes out at 0.301 eV/A. As for the spin multiplicity: 1. Its relative energy (zero: lowest compared OMol25 entry of this formula, charge and spin) is 0.000 eV. The value obtained for the HOMO energy is -0.286 Eh. The charge is 0.


No. 2
A structure of composition C42H48CrGeN7O5S2Se. Source: OMol25; level of theory: the ωB97M-V functional and the def2-TZVPD basis.

Last column: Löwdin spin population.
CARTESIAN COORDINATES (ANGSTROEM)
Cr: 0.2419 0.4195 -0.3269  2.9425
O: -1.6623 -4.6525 -1.1015  0.0003
C: -0.9653 -4.7064 0.0446  -0.0002
C: -0.9549 -5.9192 0.7360  -0.0001
C: -0.2582 -6.0458 1.9207  0.0000
C: 0.4470 -4.9663 2.4465  0.0000
C: 0.4416 -3.7656 1.7642  0.0001
C: -0.2517 -3.6114 0.5630  -0.0008
C: -0.1885 -2.3016 -0.1223  0.0027
O: 0.5423 -1.3823 0.3933  0.0119
N: -0.8433 -2.1640 -1.2475  0.0052
N: -0.6432 -0.9103 -1.8306  -0.0078
C: -1.1188 -0.8529 -3.0177  0.0103
S: -0.8818 0.4902 -4.1141  0.0036
C: -2.3516 0.0793 -5.0825  0.0006
C: -2.3403 -1.4232 -5.2844  0.0003
S: -2.0506 -2.1947 -3.6713  0.0036
H: -1.5637 -3.7352 -1.4586  -0.0001
H: -1.5100 -6.7473 0.3146  0.0000
H: -0.2655 -6.9948 2.4435  0.0000
H: 0.9884 -5.0615 3.3784  0.0000
H: 0.9789 -2.9095 2.1483  0.0001
H: -2.2814 0.6163 -6.0284  0.0000
H: -3.2460 0.4023 -4.5489  0.0001
H: -1.5515 -1.7154 -5.9774  0.0001
H: -3.2987 -1.7886 -5.6538  -0.0001
C: 3.6791 -2.5708 2.2920  0.0034
Ge: 4.5933 -2.1469 0.6182  0.0001
C: 5.7980 -0.6215 0.8588  0.0007
C: 5.7120 -3.6898 0.1395  0.0001
C: 3.2967 -2.0372 -0.8739  -0.0018
Se: 2.5497 -0.4435 -1.7352  -0.0128
C: 4.0612 0.7711 -1.6547  0.0049
H: 4.4060 -2.6536 3.1023  0.0000
H: 3.1637 -3.5277 2.1916  0.0002
H: 2.9519 -1.8026 2.5564  0.0030
H: 6.3845 -0.7877 1.7648  0.0001
H: 5.2625 0.3193 0.9650  0.0005
H: 6.4884 -0.5417 0.0180  0.0000
H: 6.4216 -3.9150 0.9376  0.0000
H: 6.2752 -3.4866 -0.7732  0.0000
H: 5.0941 -4.5737 -0.0280  0.0000
H: 2.4152 -2.5849 -0.5363  -0.0001
H: 3.7329 -2.6184 -1.6881  -0.0008
H: 4.9773 0.1983 -1.7761  -0.0001
H: 4.0646 1.3033 -0.7063  0.0035
H: 3.9343 1.4642 -2.4791  0.0002
O: 1.6711 1.8041 -3.0314  0.0029
C: 0.8654 2.5434 -2.4860  0.0029
N: 0.5807 3.8066 -2.9520  0.0018
C: -0.1878 4.5502 -1.9746  0.0002
C: -0.5496 3.3982 -0.9969  0.0052
O: -1.3202 3.5594 -0.0771  0.0071
N: 0.1240 2.2587 -1.3532  0.0052
C: 0.6856 5.6013 -1.2907  0.0003
C: 0.9644 6.7876 -1.9684  0.0001
C: 1.8069 7.7346 -1.4087  -0.0001
C: 2.3688 7.5140 -0.1556  0.0001
C: 2.0902 6.3401 0.5250  0.0008
C: 1.2561 5.3853 -0.0456  0.0028
C: -1.4599 5.1540 -2.5397  0.0000
C: -1.8845 4.8790 -3.8318  0.0000
C: -3.0712 5.4215 -4.3134  0.0000
C: -3.8464 6.2326 -3.5010  0.0000
C: -3.4305 6.4995 -2.2016  0.0000
C: -2.2450 5.9669 -1.7242  0.0000
H: 1.2916 4.2555 -3.5072  0.0001
H: 0.5031 6.9768 -2.9321  0.0000
H: 2.0154 8.6528 -1.9441  0.0000
H: 3.0148 8.2605 0.2896  0.0000
H: 2.5047 6.1536 1.5081  0.0006
H: 1.0559 4.4776 0.5090  0.0013
H: -1.2880 4.2297 -4.4599  0.0000
H: -3.3883 5.2036 -5.3259  0.0000
H: -4.7724 6.6530 -3.8731  0.0000
H: -4.0352 7.1236 -1.5557  0.0000
H: -1.9231 6.1689 -0.7109  0.0000
C: -0.6319 -0.1183 2.9916  0.0015
C: -1.6972 0.1612 1.9715  0.0062
C: -3.0392 0.2106 2.2577  0.0108
C: -3.7141 0.5803 1.0703  0.0076
C: -2.7596 0.7321 0.0980  0.0085
C: -3.0326 1.0874 -1.3277  0.0015
N: -1.5065 0.4610 0.6250  -0.0202
H: -1.0842 -0.6865 3.8069  0.0001
H: -0.2153 0.7948 3.4242  0.0006
H: 0.1981 -0.6929 2.5931  0.0008
H: -3.4678 0.0192 3.2307  0.0006
H: -4.7750 0.7281 0.9291  0.0004
H: -3.8555 1.8033 -1.3793  0.0002
H: -3.3193 0.2057 -1.9133  0.0003
H: -2.1774 1.5443 -1.8151  0.0006
N: -0.5324 4.8050 2.6969  0.0249
C: 0.7074 4.4544 3.1753  0.0392
O: 1.2692 5.1678 4.0063  0.0283
C: 1.3290 3.2323 2.6573  0.1145
C: 2.6877 2.8946 3.0249  0.2848
C: 3.2231 1.7453 2.4649  0.0415
C: 2.5144 0.9868 1.5560  0.2447
N: 1.2113 1.3376 1.1785  0.1454
C: 0.6705 2.4090 1.7765  0.0187
H: -0.8539 5.7118 2.9847  0.0015
H: -0.9136 4.4182 1.8490  0.0004
H: 3.2231 3.5062 3.7343  0.0220
H: 4.2194 1.4177 2.7412  -0.0056
H: 2.8963 0.0772 1.1243  0.0164
H: -0.3587 2.5891 1.5042  -0.0011

The largest force on an atom comes out at 0.288 eV/A. As for the spin multiplicity: 5. Its relative energy (zero: lowest compared OMol25 entry of this formula, charge and spin) is 0.957 eV. The value obtained for the HOMO energy (alpha / beta) is -0.080 / -0.156 Eh. The charge is -1.